Below is 3 unconnected molecules or ions with the total composition C26H48Cl3FI2NO5P2 at a distorted geometry, with properties calculated with the ωB97M-V functional and the def2-TZVPD basis.

```
88
Properties=species:S:1:pos:R:3:forces:R:3:lowdin_charge:R:1
C -1.014124 2.495613 3.904487 0.48 -0.43 0.36 -0.1161
C -0.091618 1.433646 4.527458 -0.19 0.78 -0.17 -0.2250
C 1.378061 1.435609 4.089556 -0.91 0.27 -0.37 -0.5857
Cl 1.863477 3.018938 3.402828 0.00 -0.09 0.00 0.7409
N 1.801732 0.383683 3.136916 0.31 0.54 0.48 -0.0302
C 3.049141 0.099238 3.093736 0.60 -1.32 -0.30 -0.5775
Cl 4.282619 0.750938 3.989279 -0.08 0.37 0.34 1.0085
C 3.419999 -0.926526 2.034106 0.22 0.15 -1.41 -0.4388
F 4.494998 -0.344620 1.392579 0.07 0.17 0.02 -0.0762
C 3.836528 -2.364387 2.460423 0.81 0.43 1.24 -0.5779
I 5.820442 -2.837991 1.655807 -0.49 -0.18 -0.01 1.0101
C 3.837314 -2.596069 4.002803 0.66 -0.14 -0.36 -0.3143
C 5.161845 -2.517543 4.762378 -0.55 0.12 0.54 -0.1816
C 2.169487 -0.685265 1.080357 0.69 1.02 0.29 -0.4324
O 2.430529 0.676636 0.655036 -0.53 -0.74 -0.23 -0.1497
C 2.524407 0.920642 -0.736199 0.30 0.86 -0.01 -0.1687
C 2.566252 2.416169 -0.915068 0.46 0.62 0.44 -0.3968
C 2.564394 2.807136 -2.380321 -0.22 0.08 0.38 -0.0189
O 3.732361 2.933272 -0.263064 0.01 0.19 0.22 -0.0206
P 2.013880 -2.039343 -0.156790 -0.14 -2.04 1.17 0.9583
C 3.472655 -2.193592 -1.251967 -0.29 0.67 -0.40 -0.2616
C 0.419070 -2.102083 -1.044252 0.25 0.81 0.09 -0.2569
C 1.008054 -0.414320 2.134315 0.34 -0.44 -1.07 -0.3540
C -0.042881 0.431807 1.363972 -0.79 -0.08 1.09 -0.1346
C -1.534322 0.285774 1.716015 -0.17 0.09 -0.41 -0.3712
C -2.231853 -0.841543 0.978356 0.33 0.25 -0.14 -0.6899
I -4.342028 -0.524675 0.961154 0.15 -0.27 0.18 0.8884
P 0.131617 -1.796004 3.134432 -0.89 -0.30 0.15 0.6974
O 0.966032 -1.584090 4.528462 -0.25 -0.11 0.27 -0.3404
Cl 0.745761 -3.656800 2.509066 0.06 0.30 0.10 0.3281
H -2.030987 2.202072 4.127127 -0.31 0.12 -0.14 0.0890
H -0.807001 3.438915 4.385640 -0.09 0.36 0.02 0.0711
H -0.859300 2.623874 2.845303 -0.20 -0.01 -0.27 0.0461
H -0.543473 0.452838 4.477042 0.16 -0.32 -0.19 0.0714
H -0.070577 1.688179 5.578664 0.11 -0.19 0.39 0.1197
H 1.979561 1.324184 4.971094 0.40 -0.27 0.18 0.0825
H 3.229617 -3.126570 2.010773 -0.40 0.18 -0.40 -0.0177
H 3.455973 -3.598011 4.150035 -0.30 -0.19 0.12 0.1028
H 3.152189 -1.918393 4.497205 -0.28 0.03 -0.16 0.0626
H 5.735918 -3.425390 4.679671 0.33 -0.15 -0.29 0.0525
H 5.761181 -1.652450 4.522512 0.26 0.12 -0.27 0.0328
H 4.912457 -2.427071 5.817017 -0.02 0.00 0.23 0.0790
H 1.666396 0.565628 -1.304120 -0.09 -0.42 0.06 0.1191
H 3.463978 0.553418 -1.135943 0.10 -0.41 -0.15 0.1329
H 1.716601 2.867692 -0.406402 -0.44 -0.16 -0.04 0.1422
H 2.130190 2.009552 -2.964640 -0.02 -0.05 -0.38 0.0638
H 3.549053 3.076687 -2.734640 0.36 -0.21 0.04 0.0919
H 1.935947 3.677918 -2.489371 -0.18 0.22 -0.30 0.0806
H 3.454501 3.443307 0.510027 0.18 -0.25 -0.27 0.0821
H 3.837005 -3.208576 -1.182245 -0.01 -0.22 0.12 0.0248
H 4.283089 -1.530598 -0.983583 0.14 0.19 0.16 0.0179
H 3.209090 -1.996737 -2.285762 -0.06 0.15 -0.21 0.0488
H 0.043097 -1.178445 -1.474609 -0.01 0.08 -0.29 0.0343
H -0.315871 -2.494793 -0.355737 -0.19 -0.06 0.26 0.0112
H 0.528195 -2.859142 -1.808013 0.15 -0.12 -0.33 0.0514
H 0.220493 1.470880 1.481769 0.25 0.30 0.05 0.0979
H 0.031542 0.245663 0.304381 0.33 -0.22 -0.29 0.1004
H -1.748073 0.244959 2.774513 0.01 -0.09 0.23 0.0631
H -2.012427 1.188453 1.353846 -0.01 0.36 0.03 0.0864
H -1.918017 -0.805872 -0.054307 -0.16 -0.02 -0.36 0.0246
H -1.964692 -1.821422 1.352253 -0.38 -0.27 0.22 0.0128
H 0.415444 -1.895795 5.267175 0.27 0.02 -0.15 0.0880
C -7.903137 -2.727720 -2.655608 0.04 -0.11 -0.05 -0.1684
C -6.818189 -2.461966 -1.616909 -0.04 0.11 0.07 -0.1909
C -5.639788 -2.070940 -2.496333 0.06 -0.10 -0.15 -0.2304
O -6.186972 -1.442976 -3.656539 -0.04 -0.04 0.07 -0.1420
C -7.601180 -1.660491 -3.698230 -0.02 0.13 0.05 -0.2017
H -8.915704 -2.659274 -2.261833 0.00 0.02 0.01 0.1130
H -7.771261 -3.722771 -3.086016 -0.02 0.00 0.00 0.1151
H -7.108601 -1.621495 -0.980501 0.01 -0.01 0.00 0.0988
H -6.603508 -3.315198 -0.975113 0.00 -0.01 -0.01 0.1108
H -5.073806 -2.953397 -2.817161 0.01 -0.02 0.08 0.1176
H -4.954723 -1.380160 -2.002758 -0.01 0.02 -0.07 0.0555
H -8.101754 -0.716968 -3.456437 -0.06 -0.03 -0.01 0.1173
H -7.891071 -1.957035 -4.706143 0.06 0.02 -0.03 0.1173
C -1.521692 3.767205 -5.216637 0.10 0.13 -0.02 -0.1653
C -0.862199 2.747569 -6.138884 -0.10 -0.12 0.02 -0.1646
C 0.363516 2.346238 -5.332252 0.11 0.11 0.01 -0.2043
O -0.000766 2.466214 -3.949996 -0.26 -0.02 -0.12 -0.1866
C -1.245721 3.168998 -3.845654 -0.08 -0.15 0.03 -0.2013
H -2.583273 3.911537 -5.408079 -0.01 -0.03 0.00 0.1151
H -1.023233 4.734237 -5.312569 -0.02 0.00 0.01 0.1162
H -1.521022 1.887381 -6.275943 0.01 0.00 -0.01 0.1163
H -0.610015 3.142067 -7.121236 0.02 0.02 0.01 0.1155
H 1.205280 3.020132 -5.524951 0.00 -0.02 -0.05 0.1201
H 0.685982 1.323792 -5.532764 0.01 -0.01 0.07 0.1173
H -2.023558 2.451424 -3.562367 -0.05 0.05 0.00 0.1162
H -1.168538 3.924396 -3.061621 0.07 -0.03 0.02 0.1150
```
Positions in Å, forces in eV/Å.

Results
Charge   +1

***

Below is a molecular structure, C26H48Cl3GaN5O3PSi at a distorted geometry, with properties calculated with the ωB97M-V functional and the def2-TZVPD basis.

```
88
Properties=species:S:1:pos:R:3:forces:R:3:lowdin_charge:R:1
C 2.451642 -3.551598 1.298866 -0.17 -0.36 0.22 -0.0337
C 3.133696 -2.420966 0.597678 0.99 0.23 -0.95 -0.2279
H 2.946640 -4.510878 1.117531 -0.19 0.16 0.09 0.0653
H 1.392681 -3.627193 0.988762 0.43 0.07 0.10 0.0684
H 2.453876 -3.377162 2.387289 -0.02 -0.03 -0.27 0.0940
C 4.158778 -2.555916 -0.268569 -0.70 0.05 0.88 -0.1125
C 4.807556 -3.847821 -0.624056 0.29 -0.51 -0.31 -0.1083
H 4.597658 -1.679037 -0.741049 -0.15 -0.02 0.20 0.0957
H 4.155641 -4.718457 -0.460577 0.26 0.28 -0.11 0.0629
H 5.730120 -4.006504 -0.046506 -0.15 0.00 -0.10 0.0782
H 5.105306 -3.832203 -1.683320 -0.07 -0.13 0.23 0.0682
Ga -0.621043 -0.804836 0.483871 2.66 0.42 -1.10 -0.2475
Cl -0.183659 0.093469 2.463761 -0.36 -0.04 0.36 0.2765
Cl -1.495074 -2.723331 0.138659 -0.29 0.56 -0.14 0.3653
H -4.623332 3.113254 0.274210 0.12 -0.14 -0.06 0.0942
H -5.257295 2.347421 2.564856 0.08 -0.15 0.01 0.0964
C -4.429988 2.075985 -0.019711 -0.01 0.09 0.11 -0.0062
C -5.033977 1.314534 2.283337 0.11 -0.08 -0.01 -0.0217
N -4.084685 1.303872 1.174738 -0.05 -0.29 -0.13 -0.1524
H -3.608652 2.031000 -0.738976 -0.21 -0.02 0.19 0.0827
C -3.040630 0.492806 1.201264 1.05 0.11 -1.15 -0.2647
O -2.216349 0.407509 0.228052 -1.28 0.05 1.52 -0.1102
H -4.580744 0.788335 3.128653 -0.20 0.15 -0.09 0.0976
H -2.891637 -0.092084 2.125010 -0.08 0.29 -0.34 0.1051
H -5.348786 1.681022 -0.469463 0.21 -0.03 0.05 0.1023
H -5.968296 0.815669 2.000413 0.16 0.08 0.02 0.0984
H 0.930318 -3.171102 -1.707502 -0.22 0.28 -0.21 0.0907
H 2.998752 -1.533335 -3.102495 -0.27 -0.03 -0.09 0.0864
C 0.412278 -2.801532 -2.608182 0.23 0.01 0.25 -0.0364
C 2.112330 -1.393199 -3.740019 -0.01 0.10 0.03 -0.0407
N 0.878842 -1.462111 -2.965408 -0.20 0.50 0.15 -0.1477
H -0.663979 -2.791096 -2.429024 0.23 0.05 0.00 0.0598
C 0.343281 -0.345712 -2.453336 0.01 -0.55 0.53 -0.2728
O -0.597432 -0.300365 -1.630989 0.56 0.06 -0.71 -0.0804
H 2.172522 -0.415930 -4.228966 0.09 -0.19 0.02 0.0930
H 0.810518 0.593216 -2.829172 -0.22 -0.46 0.14 0.1386
H 0.656028 -3.461621 -3.443663 -0.15 0.05 0.05 0.0874
H 2.099549 -2.187463 -4.492780 0.01 0.25 0.04 0.0897
O 1.261281 -1.231068 0.077625 -1.60 0.70 -0.64 -0.2677
C 2.433656 -1.094672 0.806227 -0.20 0.48 0.56 -0.4027
C 3.494398 0.562683 -0.843483 0.35 0.14 0.32 -0.0757
C 3.294634 0.143977 0.476494 -0.06 -0.46 -0.12 -0.1795
H 2.916818 0.070680 -1.629342 0.24 0.24 0.22 0.0841
C 4.447827 1.551464 -1.129872 -0.47 -0.32 -0.26 -0.1069
H 2.187187 -1.020802 1.877076 0.19 0.09 0.04 0.0920
C 3.988528 0.791385 1.503062 0.16 -0.03 -0.15 -0.0291
H 4.606207 1.851110 -2.169282 0.02 -0.05 0.30 0.1021
C 5.180075 2.149361 -0.110202 -0.01 0.05 0.49 -0.1124
C 4.938649 1.781810 1.220036 -0.36 -0.18 -0.28 -0.0841
H 3.793930 0.483475 2.534788 0.13 0.12 -0.29 0.1172
H 5.922265 2.919257 -0.328817 -0.21 -0.24 -0.01 0.1002
H 5.480167 2.262119 2.033764 -0.09 -0.09 -0.19 0.0982
Si -3.671999 -4.618785 1.546305 -0.23 -0.83 0.25 0.1425
Cl -1.614128 -5.185794 1.584463 -1.11 -0.83 0.43 0.2230
C -4.346818 -4.302036 -0.179333 0.24 0.06 -0.31 -0.2319
C -3.868891 -3.177964 2.722351 0.13 0.31 0.18 -0.2223
C -4.680675 -6.089913 2.225412 0.18 0.34 0.14 -0.2203
H -3.665008 -3.677877 -0.775590 -0.37 -0.24 0.16 -0.0273
H -5.322406 -3.789383 -0.123747 0.30 -0.16 0.11 0.0362
H -4.509323 -5.254066 -0.711447 0.10 0.29 0.22 0.0337
H -4.721757 -6.917436 1.516926 0.12 0.00 -0.06 0.0215
H -5.723667 -5.808226 2.440727 0.28 0.11 -0.12 0.0314
H -4.255837 -6.470029 3.159641 0.01 0.05 -0.10 0.0226
H -3.208179 -2.341910 2.435402 -0.23 -0.38 0.17 -0.0134
H -3.608805 -3.498368 3.747775 -0.07 0.17 -0.42 0.0418
H -4.911504 -2.816776 2.732800 0.29 -0.16 -0.04 0.0349
C 0.416969 5.255384 -1.925470 -0.28 -0.30 1.07 -0.1760
N -0.795569 4.467189 -1.600027 -0.30 0.57 -0.43 -0.1670
C -1.391262 4.981140 -0.348869 0.97 -0.20 -0.13 -0.1803
N -0.443020 4.964040 0.781868 -0.15 0.43 0.21 -0.1664
C 0.766010 5.740677 0.420695 -0.50 -0.67 -0.68 -0.1762
N 1.398490 5.242814 -0.819532 0.02 0.83 -0.21 -0.1702
C 2.001175 3.928787 -0.639653 -0.44 -0.27 0.13 -0.3364
P 0.734326 2.621796 -0.179315 0.08 -0.60 -0.02 1.0363
C -0.498305 3.036906 -1.534455 0.32 0.17 0.47 -0.3360
C -0.091378 3.596112 1.188551 0.21 0.13 -0.43 -0.3405
H 0.105346 6.297855 -2.095702 0.13 -0.30 -0.01 0.1215
H 0.884081 4.844226 -2.831350 -0.13 0.14 0.22 0.1222
H -2.274174 4.376633 -0.092960 0.23 0.15 -0.06 0.1096
H -1.690743 6.025957 -0.523416 0.02 -0.29 0.06 0.1215
H 1.490145 5.682227 1.244319 -0.18 0.06 -0.21 0.1238
H 0.460834 6.784730 0.254575 0.12 -0.25 0.08 0.1213
H 2.501225 3.618653 -1.568590 -0.05 0.10 0.24 0.0779
H 2.758475 3.965399 0.155677 -0.08 0.01 -0.22 0.0830
H -1.411274 2.454622 -1.350598 0.16 0.13 -0.10 0.0610
H -0.081554 2.710773 -2.500859 -0.17 0.08 0.21 0.0772
H 0.607920 3.637760 2.039761 -0.28 -0.04 -0.19 0.0884
H -0.986792 3.047465 1.512407 0.15 0.15 -0.01 0.0636
```
Positions in Å, forces in eV/Å.

Results
Relative energy (zero: lowest compared OMol25 entry of this formula, charge and spin)   0.0 kJ/mol
Charge   0

***

no.,E_HOMO (eV),energy (eV),frontier orbital gap (eV)
1,-10.62,-114523.1573,6.6
2,-7.64,-148448.8426,7.9